[1]
DFT (ωB97M-V/def2-TZVPD) results for a cluster of 2 separate species, C5H13N2O in total in a non-equilibrium geometry.

The geometry in XYZ format:
```
21
Properties=species:S:1:pos:R:3:forces:R:3:nbo_charge:R:1
C -1.52321 -0.92785 -0.74975 0.197 0.057 0.252 -0.60
C -2.42557 0.62902 0.99927 0.284 -0.156 -0.009 -0.60
C -0.65337 1.42157 -0.61973 0.060 -0.195 0.158 -0.62
C 2.46854 -1.23613 0.25785 0.832 -0.208 0.173 -0.51
C -1.19921 0.23930 0.17551 -0.118 0.152 -0.039 -0.22
N 3.65223 0.74784 -0.21822 1.138 0.555 -0.047 0.10
N 2.54092 0.15800 -0.16901 -1.042 -0.120 -0.124 -0.43
O 4.75884 0.16452 0.09891 -0.710 -0.244 0.008 -0.68
H -1.79403 -1.81453 -0.17708 -0.055 -0.118 0.009 0.19
H -2.35448 -0.67805 -1.40705 -0.124 0.049 -0.136 0.18
H -0.65463 -1.16511 -1.35736 0.091 -0.095 -0.129 0.22
H -3.24941 0.91812 0.34888 -0.147 0.073 -0.097 0.19
H -2.19459 1.46610 1.65511 -0.026 0.104 0.084 0.20
H -2.75548 -0.20585 1.61812 -0.102 -0.054 0.056 0.19
H -0.55661 2.29714 0.02079 0.040 0.115 0.017 0.20
H 0.34014 1.17375 -0.98976 0.101 0.056 -0.054 0.27
H -1.30988 1.67208 -1.45280 -0.158 0.053 -0.115 0.17
H 1.96409 -1.82980 -0.51493 -0.030 0.063 0.084 0.17
H 3.47183 -1.65107 0.43818 -0.270 -0.032 0.001 0.21
H 1.88066 -1.30241 1.18387 0.023 -0.048 -0.103 0.17
H -0.40678 -0.07664 0.85920 0.017 -0.010 0.009 0.21
```
Forces are in eV/Å.

Summary:
Frontier orbital gap: 0.223 Eh
HOMO: -2.6 eV
Charge: -1
F_max: 1.267 eV/A
Energy above the lowest of the compared OMol25 structures with the same formula, charge and spin: 142.8 kJ/mol

***

[2]
DFT (ωB97M-V/def2-TZVPD) results for the ion C5H13N2O with charge -2 in a non-equilibrium geometry.

The geometry in XYZ format:
```
21
Properties=species:S:1:pos:R:3:forces:R:3:nbo_charge:R:1
N -1.65996 -1.08763 0.88351 -1.658 -1.428 -1.807 -0.95
C -0.64430 -0.66165 -0.16013 -0.205 3.382 2.395 -0.05
C 0.69257 -0.42513 0.61531 -2.152 0.176 -0.837 -0.48
C 1.03125 -1.74472 1.25221 1.357 -0.314 0.305 -0.03
O 0.17266 -2.21533 2.14531 -1.801 -1.429 1.612 -0.96
C -1.13282 0.79271 -0.86480 1.298 -3.296 -1.657 -0.24
N -0.03061 1.42059 -1.76310 -2.779 -0.189 1.787 -0.68
C 0.72970 2.40982 -0.97466 -1.358 -1.426 -1.969 -1.22
H -2.24693 -1.89706 0.46639 1.088 1.781 0.665 0.31
H -1.18914 -1.58523 1.73177 0.578 0.595 -1.527 0.44
H -0.31396 -1.39842 -0.84211 -0.596 -0.991 -1.498 0.15
H 0.32386 0.24235 1.44078 1.342 0.138 -0.672 0.20
H 1.47937 -0.13457 -0.14613 -0.667 0.293 1.307 0.19
H 1.88007 -1.53731 1.90357 1.829 -0.082 -0.747 0.11
H 1.24713 -2.49444 0.40229 0.345 0.520 0.463 0.05
H -1.99906 0.51311 -1.49027 0.220 0.047 -0.207 0.15
H -1.60025 1.40488 -0.10198 0.912 0.549 0.225 0.20
H 0.55121 0.71265 -2.17749 0.060 -0.288 0.330 0.34
H 1.72591 2.19483 -1.13308 2.572 0.682 -0.899 0.16
H 0.69629 2.14580 0.01988 -0.627 0.009 2.600 0.17
H 0.28701 3.34476 -1.20727 0.244 1.270 0.133 0.14
```
Forces are in eV/Å.

Summary:
Frontier orbital gap (alpha / beta): 0.094 / 0.239 Eh
Multiplicity: 2
HOMO (alpha / beta): 4.2 / 0.2 eV
Charge: -2
F_max: 4.149 eV/A
Energy above the lowest of the compared OMol25 structures with the same formula, charge and spin: 228.2 kJ/mol

***

[3]
DFT (ωB97M-V/def2-TZVPD) results for the ion C5H13N2O with charge +1 in a non-equilibrium geometry.

The geometry in XYZ format:
```
21
Properties=species:S:1:pos:R:3:forces:R:3:nbo_charge:R:1
N -1.64096 -1.78552 2.00446 -1.256 -0.412 0.314 -0.87
C -0.94682 -1.53790 0.76797 1.980 1.085 1.604 -0.30
C -0.60759 -0.02552 0.76113 -2.807 0.473 -0.882 0.68
N 0.04584 0.60107 -0.15667 2.297 -1.080 0.145 -0.31
C 0.92157 -0.28133 -1.06513 1.041 2.007 1.551 -0.20
C 1.82511 0.50952 -1.99043 -0.740 -0.062 -0.959 -0.64
C 0.20819 2.03000 -0.12285 -1.260 1.994 -0.778 -0.46
O -1.40959 0.70556 1.48437 0.855 0.298 0.800 -0.61
H -2.42488 -2.41408 1.87472 -0.048 0.229 -0.028 0.40
H -1.78568 0.12635 2.18947 -0.274 -0.321 -0.283 0.53
H -1.16544 -2.11465 2.83751 0.653 0.053 -0.534 0.40
H 0.01367 -2.04698 0.69786 -0.246 -0.501 -0.410 0.23
H -1.59241 -1.67231 -0.08075 -0.139 -0.375 -0.414 0.25
H 1.57785 -0.80454 -0.37494 -0.348 -0.693 -0.121 0.22
H 0.19311 -0.83583 -1.58551 -0.262 -1.210 -0.758 0.22
H 2.45581 1.27441 -1.56224 -0.072 0.089 0.523 0.23
H 2.52571 -0.14921 -2.50348 -0.279 -0.273 0.003 0.26
H 1.17215 0.95900 -2.73999 0.371 0.241 -0.214 0.23
H 1.03027 2.40488 -0.70318 0.369 -0.470 -0.302 0.24
H 0.28357 2.54315 0.82248 0.119 -0.776 0.850 0.25
H -0.67949 2.51396 -0.55481 0.047 -0.296 -0.107 0.24
```
Forces are in eV/Å.

Summary:
Frontier orbital gap: 0.409 Eh
HOMO: -14.7 eV
Charge: +1
F_max: 2.980 eV/A
Energy above the lowest of the compared OMol25 structures with the same formula, charge and spin: 133.0 kJ/mol

***

[4]
DFT (ωB97M-V/def2-TZVPD) results for the ion C5H13N2O with charge +1 in a non-equilibrium geometry.

The geometry in XYZ format:
```
21
Properties=species:S:1:pos:R:3:forces:R:3:nbo_charge:R:1
C 0.34725 1.27535 -0.35687 -1.185 -0.841 0.838 -0.24
N -0.69720 0.80635 0.59444 0.014 0.487 -0.374 -0.66
C -0.34637 0.93852 2.00232 0.601 -0.960 0.615 -0.34
C -1.05647 -0.20792 2.72331 -0.145 0.526 -0.285 0.44
O -0.45749 -1.19032 3.05427 -0.075 -0.194 0.096 -0.49
C 1.19553 0.06160 -0.68534 1.274 0.471 0.109 -0.25
N 0.35878 -1.10449 -1.00990 0.142 -1.038 0.057 -0.50
C -0.08972 -1.21819 -2.41651 -0.874 0.399 -0.180 -0.43
H 0.98426 2.01833 0.11276 0.028 0.389 -0.362 0.23
H -0.23773 1.64214 -1.19299 0.571 0.350 -0.419 0.22
H -1.58189 1.25806 0.38469 0.176 0.005 0.141 0.39
H -0.46126 1.91638 2.47296 -0.420 0.135 -0.228 0.22
H 0.69820 0.65495 2.13684 0.172 0.188 -0.207 0.21
H -2.15392 -0.11682 2.81492 -0.033 -0.123 0.192 0.12
H 1.81153 -0.20414 0.16487 -0.309 -0.165 0.627 0.23
H 1.98901 0.21412 -1.42004 -0.580 0.100 -0.572 0.24
H -0.43589 -1.08079 -0.35105 -0.167 0.469 -0.025 0.47
H 0.86038 -1.95268 -0.74971 0.133 -0.068 -0.113 0.44
H -0.76883 -2.04876 -2.54496 0.170 -0.523 0.206 0.24
H -0.71404 -0.36091 -2.65120 0.334 0.333 -0.079 0.23
H 0.75588 -1.30080 -3.08279 0.172 0.059 -0.038 0.24
```
Forces are in eV/Å.

Summary:
Frontier orbital gap: 0.370 Eh
HOMO: -13.1 eV
Charge: +1
F_max: 1.677 eV/A
Energy above the lowest of the compared OMol25 structures with the same formula, charge and spin: 191.5 kJ/mol

***

[5]
DFT (ωB97M-V/def2-TZVPD) results for the ion C5H13N2O with charge +1 in a non-equilibrium geometry.

The geometry in XYZ format:
```
21
Properties=species:S:1:pos:R:3:forces:R:3:nbo_charge:R:1
N -1.20874 -0.64143 -0.07409 0.202 0.027 -0.504 -0.70
C 0.01318 -0.11300 0.64717 0.017 1.106 -0.366 -0.05
C 1.23926 -0.91085 0.30830 0.640 0.170 -0.614 -0.56
C 1.13347 -2.41552 0.38135 0.961 -0.220 1.621 0.45
O 0.10653 -3.03500 0.51894 -0.476 0.549 -0.582 -0.53
C 0.33479 1.39510 0.24311 -1.132 -0.333 1.359 -0.22
N -0.81495 1.97119 -0.42482 -0.007 0.196 0.187 -0.67
C -0.54344 3.12195 -1.31030 0.260 -0.597 -0.127 -0.42
H -1.10839 -1.66497 -0.13891 -0.168 -0.135 0.240 0.47
H -2.06850 -0.40170 0.41600 0.025 -0.116 0.094 0.44
H -1.31257 -0.22300 -1.00551 0.217 0.197 0.087 0.45
H -0.27396 -0.16879 1.70421 0.366 -0.103 -0.222 0.23
H 1.62306 -0.63516 -0.69123 -0.513 -0.329 -0.138 0.26
H 2.07746 -0.45302 0.87068 -0.330 -0.857 0.353 0.28
H 2.08526 -2.96232 0.49159 0.072 0.087 -0.496 0.16
H 0.52069 1.88994 1.22478 0.379 -0.068 -0.730 0.21
H 1.21898 1.45877 -0.39563 -0.184 -0.081 0.102 0.21
H -1.51436 2.21071 0.26806 0.091 0.229 -0.044 0.37
H -0.42748 2.68227 -2.29887 0.068 0.535 -0.248 0.20
H -1.38208 3.79153 -1.28072 -0.499 0.152 -0.230 0.22
H 0.33083 3.74235 -1.07489 0.010 -0.409 0.261 0.20
```
Forces are in eV/Å.

Summary:
Frontier orbital gap: 0.372 Eh
HOMO: -13.3 eV
Charge: +1
F_max: 1.897 eV/A
Energy above the lowest of the compared OMol25 structures with the same formula, charge and spin: 177.2 kJ/mol

***

[6]
DFT (ωB97M-V/def2-TZVPD) results for the ion C5H13N2O with charge +1 in a non-equilibrium geometry.

The geometry in XYZ format:
```
21
Properties=species:S:1:pos:R:3:forces:R:3:nbo_charge:R:1
O 0.11519 1.24871 1.64760 -0.057 0.387 -0.371 -0.62
C -0.02570 0.17689 1.07456 0.392 0.154 1.185 0.65
N -0.08324 -0.97211 1.78159 -0.645 0.487 -0.279 -0.58
C -0.62014 -2.25805 1.40582 1.069 -1.697 0.679 -0.46
C -0.01338 0.15464 -0.43128 -0.923 -0.098 -0.680 -0.13
N 0.35417 1.54558 -0.89114 -0.010 -1.152 1.139 -0.50
C 1.80339 1.70530 -1.06741 1.138 1.026 -1.317 -0.44
C -1.38442 -0.21772 -1.01197 0.520 -1.215 0.147 -0.65
H -0.09650 -0.78050 2.77413 0.041 0.084 -0.020 0.42
H -1.67935 -2.36272 1.17558 0.067 0.493 -0.232 0.21
H -0.45730 -2.90035 2.27275 -0.298 0.163 0.277 0.24
H 0.03510 -2.81362 0.72822 -0.333 0.505 -0.684 0.22
H 0.76443 -0.53468 -0.75327 -0.041 0.010 -0.214 0.25
H 0.03626 2.14350 -0.10811 0.072 0.069 0.101 0.47
H -0.19290 1.75002 -1.72306 0.276 0.169 -0.199 0.44
H 2.24472 0.90279 -1.64674 -0.374 -0.338 -0.111 0.23
H 2.40907 1.80361 -0.17198 -0.715 -0.027 0.484 0.26
H 1.94543 2.60384 -1.66746 0.132 0.098 0.163 0.24
H -2.13418 0.56879 -0.96031 0.100 0.061 -0.036 0.24
H -1.29965 -0.69266 -1.99028 0.040 0.706 -0.334 0.25
H -1.72102 -1.07126 -0.43724 -0.452 0.118 0.301 0.25
```
Forces are in eV/Å.

Summary:
Frontier orbital gap: 0.408 Eh
HOMO: -14.0 eV
Charge: +1
F_max: 2.118 eV/A
Energy above the lowest of the compared OMol25 structures with the same formula, charge and spin: 96.3 kJ/mol

***

Number 1: M 117.172 g mol⁻¹. Number 2: M 117.172 g mol⁻¹. Number 3: M 117.172 g mol⁻¹. Number 4: M 117.172 g mol⁻¹. Number 5: M 117.172 g mol⁻¹. Number 6: M 117.172 g mol⁻¹.